This record from the Open Molecules 2025 dataset describes the molecule C5H12N2O2 at a distorted geometry. The level of theory is ωB97M-V/def2-TZVPD.

Geometry as XYZ:
```
21
Properties=species:S:1:pos:R:3:forces:R:3
C -0.0698 0.0530 1.8117 -0.877 -0.511 -1.151
C 0.1330 0.0348 -1.5953 -0.253 -0.112 -0.109
C 1.2573 0.7305 2.0036 -0.041 -0.298 -0.612
C -0.9367 1.1311 -1.6028 0.103 -0.149 0.010
C -0.3596 -1.1745 -0.7705 0.433 0.311 -0.633
N -0.4899 -0.7351 2.8440 -0.588 -0.619 0.266
N 0.4363 -0.3323 -2.9728 0.073 0.070 0.021
O -0.2379 -1.1310 0.5368 0.514 0.299 1.190
O -0.8006 -2.1587 -1.3313 0.016 0.339 0.334
H -0.8620 0.6904 1.4270 0.159 0.101 0.188
H 1.0463 0.4264 -1.1375 -0.031 -0.053 0.026
H -1.2840 -1.3236 2.5519 0.514 0.548 0.402
H 0.2271 -1.3239 3.2516 0.031 0.132 -0.109
H -0.3742 -0.8084 -3.3627 0.099 0.014 0.075
H 1.1849 -1.0190 -2.9885 -0.109 0.051 0.011
H 1.5397 1.2902 1.1136 0.039 -0.057 0.010
H 2.0373 0.0125 2.2440 0.067 -0.080 -0.017
H 1.1691 1.4357 2.8303 -0.130 -0.038 0.012
H -1.1286 1.5197 -0.6036 -0.036 0.043 0.038
H -1.8725 0.7358 -2.0011 -0.021 -0.028 0.009
H -0.6153 1.9461 -2.2483 0.038 0.036 0.037
```
Forces are in eV/Å.

Computed properties:
- Energy relative to the best compared isomer or geometry (same formula, charge and spin): 37.15 kcal/mol
- Structure (SMILES): C[C@H](N)OC(=O)[C@H](C)N
- LUMO energy: 0.746 eV
- Highest occupied orbital energy: -9.10 eV
- Charge: 0
- Spin multiplicity: 1
- E: -457.6897 hartree